Here is 8 unconnected molecules or ions with the total composition C18H48B2F8N6O6 at a distorted geometry from the Open Molecules 2025 dataset. Energies are from ωB97M-V/def2-TZVPD.

Last column: Löwdin charge in e.
CARTESIAN COORDINATES (ANGSTROEM)
C 6.048 -3.517 -0.279  0.1587
C 5.044 -2.571 0.447  -0.1087
O 5.142 -2.296 1.660  0.4467
N 3.956 -1.911 -0.391  0.1691
H 4.181 -1.612 -1.329  0.1977
H 3.260 -2.629 -0.530  0.0867
C 3.114 -0.737 0.306  0.0907
H 5.513 -4.168 -0.971  0.1335
H 6.643 -4.170 0.359  0.1442
H 6.597 -2.747 -0.822  0.1449
H 3.718 0.170 0.313  0.1098
H 2.743 -1.195 1.222  0.1214
H 2.341 -0.495 -0.423  0.0805
C 1.411 1.893 5.494  0.0684
C 0.606 1.689 4.096  -0.2714
O -0.387 0.975 4.045  0.1212
N 1.184 2.324 2.810  0.1079
H 2.145 2.633 2.841  0.1738
H 1.208 1.570 2.138  0.1096
C 0.240 3.453 2.329  0.0615
H 2.486 1.737 5.396  0.0887
H 0.985 1.185 6.205  0.0984
H 1.234 2.898 5.876  0.1006
H -0.547 2.889 1.828  0.0720
H 0.772 3.956 1.521  0.1091
H -0.192 4.140 3.057  0.1265
C -3.536 -0.226 4.581  0.0323
C -3.026 -1.569 4.153  -0.3973
O -3.078 -2.516 4.870  0.2126
N -2.342 -1.638 2.793  0.1128
H -3.028 -2.098 2.211  0.1581
H -2.212 -0.677 2.511  0.1099
C -1.048 -2.529 2.882  0.0764
H -2.810 0.266 5.228  0.1015
H -4.241 -0.532 5.354  0.1166
H -4.045 0.369 3.823  0.0920
H -0.584 -2.365 1.910  0.0656
H -1.357 -3.563 3.035  0.1186
H -0.521 -2.147 3.756  0.1037
C -2.221 -4.464 -2.145  0.0600
C -2.086 -3.149 -1.341  -0.2806
O -2.469 -2.942 -0.162  0.1009
N -1.303 -2.090 -2.135  0.1098
H -0.833 -1.533 -1.436  0.1043
H -0.576 -2.457 -2.733  0.1389
C -2.320 -1.330 -3.051  0.0636
H -2.920 -4.428 -2.980  0.1085
H -2.566 -5.300 -1.536  0.1130
H -1.203 -4.752 -2.404  0.0890
H -2.896 -1.931 -3.755  0.1162
H -1.681 -0.601 -3.550  0.1002
H -3.021 -0.832 -2.381  0.0825
C 1.717 2.093 -2.317  0.0272
C 2.013 2.856 -3.597  -0.3417
O 1.191 3.489 -4.212  0.2007
N 3.354 2.697 -4.313  0.0920
H 3.639 1.729 -4.345  0.1720
H 3.383 2.824 -5.315  0.1854
C 4.400 3.686 -3.800  0.0558
H 1.176 2.760 -1.645  0.0985
H 2.533 1.644 -1.751  0.0703
H 0.957 1.348 -2.555  0.0985
H 5.344 3.278 -4.162  0.1160
H 4.381 3.787 -2.715  0.1064
H 4.264 4.635 -4.318  0.1267
C -5.483 2.035 -2.508  0.0421
C -4.055 2.295 -1.951  -0.2866
O -3.103 1.701 -2.544  0.0942
N -3.911 3.230 -0.802  0.1074
H -3.337 4.030 -1.027  0.1907
H -4.720 3.729 -0.462  0.1783
C -3.553 2.486 0.502  0.0696
H -5.651 0.958 -2.488  0.1000
H -5.763 2.423 -3.488  0.1184
H -6.310 2.402 -1.900  0.0911
H -4.433 1.875 0.706  0.1214
H -3.357 3.295 1.206  0.1185
H -2.711 1.842 0.249  0.0658
B 1.634 -3.927 -1.336  -1.3493
F 1.335 -2.956 -2.302  0.1145
F 1.134 -5.121 -1.807  0.1827
F 2.968 -4.066 -1.082  0.1766
F 1.027 -3.534 -0.160  0.1506
B -0.343 0.424 0.349  -1.4648
F 0.744 1.234 0.485  0.1457
F 0.060 -0.877 0.073  0.1246
F -1.078 0.388 1.447  0.2109
F -0.961 0.876 -0.808  0.1396

Summary:
E_LUMO (alpha / beta), eV: -15.048 / -19.058
Expectation value of S²: 0.758
Spin multiplicity: 2
Total charge: +5
Gap between HOMO and LUMO (alpha / beta), eV: 6.81 / 2.80

Here is a single C6H8 molecule at a distorted geometry from the Open Molecules 2025 dataset. Energies are from ωB97M-V/def2-TZVPD.

Last column: Löwdin charge in e.
CARTESIAN COORDINATES (ANGSTROEM)
C 0.595 1.272 0.755  0.0274
C 0.684 0.198 1.516  0.0526
C -2.169 0.186 0.057  -0.0154
C -1.030 -0.320 -0.445  -0.1447
C 0.364 -0.034 0.049  -0.3956
C 1.562 -0.637 -0.952  -0.0186
H 0.556 2.237 0.626  0.0464
H 0.754 -0.147 2.506  0.0809
H -3.244 -0.223 -0.101  0.0853
H -2.208 1.108 0.560  0.0236
H -1.243 -1.267 -1.037  0.1107
H 1.386 -1.725 -0.994  0.0668
H 2.502 -0.378 -0.589  0.0330
H 1.490 -0.271 -1.952  0.0476

Summary:
E_LUMO, eV: 1.178
ΔE to the lowest compared entry with this formula, charge and spin, kJ/mol: 325.8
Total charge: 0
Gap between HOMO and LUMO, eV: 10.31
SMILES string: C=CC1(C)C=C1